Entry 1:
C39H53N5P2Ru | ωB97M-V with the def2-TZVPD basis set

Output
LUMO (spin up / spin down), eV: -6.04 / -9.82
Orbital gap (spin up / spin down), eV: 6.406 / 2.626
Highest occupied orbital energy (spin up / spin down), eV: -12.45 / -12.45
Net charge: +2
Multiplicity: 5

Each line ends with the Mulliken spin population.
Atoms and positions in Å:
1 Ru 0.39 -0.17 1.45  1.652
2 C -1.83 2.18 -6.28  0.000
3 C -1.90 0.92 -5.83  0.000
4 C -1.16 -0.25 -6.40  0.000
5 C 0.28 0.03 -6.91  0.000
6 C 1.11 0.89 -5.98  0.000
7 C 1.17 2.23 -6.02  0.000
8 C 0.46 3.11 -7.02  0.000
9 C -0.98 2.67 -7.42  0.000
10 C 1.80 1.09 2.35  0.292
11 H -2.46 2.96 -5.85  0.000
12 H -2.62 0.66 -5.06  0.000
13 H -1.73 -0.68 -7.24  0.000
14 H -1.10 -1.05 -5.64  0.000
15 H 0.79 -0.94 -6.97  0.000
16 H 0.24 0.45 -7.92  0.000
17 H 1.72 0.32 -5.28  0.000
18 H 1.85 2.77 -5.36  0.000
19 H 1.06 3.18 -7.94  0.000
20 H 0.40 4.13 -6.61  0.000
21 H -1.47 3.58 -7.81  0.000
22 H -0.93 1.94 -8.24  0.000
23 H 1.16 1.83 2.85  -0.013
24 H 2.56 1.63 1.76  0.000
25 H 2.29 0.44 3.09  0.003
26 P 1.77 -0.14 -0.27  -0.019
27 P -1.08 -0.62 -0.16  -0.024
28 N 2.67 1.26 -0.85  -0.018
29 N 3.11 -1.29 0.12  0.024
30 N -1.73 0.78 -0.97  -0.009
31 N -2.59 -1.42 0.18  0.049
32 C 1.08 -0.84 -1.82  0.013
33 C -0.28 -1.49 -1.55  0.035
34 C 2.48 2.56 -0.38  0.008
35 C 3.51 3.36 -0.85  0.004
36 C 4.32 2.55 -1.70  0.000
37 C 3.79 1.27 -1.69  0.001
38 C 3.89 -1.18 1.27  0.341
39 C 4.60 -2.36 1.46  0.090
40 C 4.24 -3.24 0.40  0.159
41 C 3.32 -2.57 -0.41  0.325
42 C -1.71 2.05 -0.41  -0.010
43 C -2.22 2.94 -1.35  0.001
44 C -2.52 2.20 -2.53  0.000
45 C -2.23 0.87 -2.26  -0.002
46 C -3.58 -1.77 -0.73  0.008
47 C -4.55 -2.50 -0.07  0.000
48 C -4.15 -2.63 1.29  0.003
49 C -2.94 -1.95 1.42  0.041
50 H 1.79 -1.55 -2.26  -0.009
51 H 0.98 0.02 -2.50  0.001
52 H -0.93 -1.51 -2.44  0.003
53 H -0.16 -2.53 -1.19  0.003
54 H 1.62 2.79 0.25  0.001
55 H 3.68 4.40 -0.59  0.000
56 H 5.18 2.89 -2.27  0.000
57 H 4.10 0.37 -2.20  0.004
58 H 3.90 -0.27 1.85  0.044
59 H 5.26 -2.58 2.29  0.002
60 H 4.57 -4.26 0.27  -0.003
61 H 2.81 -2.88 -1.30  0.019
62 H -1.34 2.19 0.60  0.015
63 H -2.36 4.00 -1.19  0.000
64 H -2.92 2.58 -3.46  0.000
65 H -2.34 -0.01 -2.88  0.000
66 H -3.52 -1.43 -1.76  0.001
67 H -5.45 -2.92 -0.52  0.000
68 H -4.66 -3.15 2.08  0.000
69 H -2.30 -1.76 2.28  -0.029
70 C -0.90 -0.25 8.09  -0.002
71 C -1.01 0.15 6.65  -0.016
72 C -1.59 1.38 6.29  0.248
73 C -1.71 1.77 4.95  0.044
74 C -2.29 3.10 4.59  0.006
75 C -1.27 0.91 3.95  0.079
76 C -0.67 -0.33 4.26  0.108
77 C -0.54 -0.68 5.64  0.136
78 N -0.26 -1.12 3.20  0.288
79 C 0.19 -2.51 3.41  -0.053
80 C 1.56 -2.51 4.10  0.069
81 C -0.82 -3.38 4.17  0.032
82 C 0.42 -3.16 2.05  -0.031
83 H -0.28 0.46 8.65  -0.004
84 H -1.88 -0.27 8.60  -0.004
85 H -0.45 -1.25 8.16  -0.001
86 H -1.94 2.07 7.06  -0.009
87 H -3.31 3.22 4.97  -0.005
88 H -1.70 3.91 5.02  -0.006
89 H -2.31 3.22 3.50  0.000
90 H -1.39 1.16 2.89  0.035
91 H -0.08 -1.63 5.91  0.017
92 H 1.56 -2.01 5.07  0.003
93 H 1.85 -3.56 4.25  0.002
94 H 2.30 -2.02 3.45  -0.001
95 H -1.75 -3.48 3.60  -0.003
96 H -0.36 -4.37 4.28  0.002
97 H -1.06 -3.01 5.18  -0.004
98 H -0.52 -3.50 1.61  -0.003
99 H 0.90 -2.45 1.36  0.062
100 H 1.10 -4.00 2.18  0.001

***

Entry 2:
C22H88N44O22 | ωB97M-V with the def2-TZVPD basis set

Output
LUMO, eV: 0.07
Orbital gap, eV: 9.385
Highest occupied orbital energy, eV: -9.31
Net charge: 0

Each line ends with the Löwdin charge.
Atoms and positions in Å:
1 C -3.25 -19.97 -8.58  -0.671
2 O -3.63 -20.64 -7.60  -0.046
3 N -4.00 -20.02 -9.72  0.157
4 N -2.14 -19.26 -8.50  0.181
5 H -5.01 -20.29 -9.59  0.111
6 H -3.85 -19.41 -10.51  0.095
7 H -1.75 -19.33 -7.54  0.129
8 H -1.71 -18.66 -9.17  0.108
9 C -9.49 -27.08 3.67  -0.576
10 O -8.37 -27.59 3.67  0.003
11 N -10.46 -27.19 4.67  0.144
12 N -10.03 -26.30 2.63  0.173
13 H -10.27 -27.41 5.60  0.075
14 H -11.44 -27.05 4.52  0.094
15 H -9.54 -25.97 1.83  0.057
16 H -10.95 -25.96 2.70  0.083
17 C -7.03 -26.48 0.72  -0.689
18 O -7.13 -25.97 -0.38  -0.038
19 N -6.68 -25.79 1.84  0.196
20 N -7.34 -27.77 0.89  0.181
21 H -6.90 -26.17 2.77  0.100
22 H -6.57 -24.79 1.78  0.069
23 H -7.80 -28.29 0.18  0.026
24 H -7.54 -28.18 1.84  0.119
25 C -10.51 -25.38 -0.61  -0.692
26 O -11.72 -25.14 -0.62  -0.025
27 N -9.61 -24.47 -0.23  0.201
28 N -10.02 -26.59 -0.98  0.202
29 H -8.63 -24.72 -0.19  0.063
30 H -9.86 -23.50 -0.07  0.096
31 H -10.67 -27.25 -1.33  0.087
32 H -9.08 -26.64 -1.34  0.056
33 C -0.55 -28.68 -5.12  -0.644
34 O -1.47 -29.05 -4.40  -0.006
35 N 0.08 -27.49 -5.11  0.201
36 N 0.01 -29.61 -5.97  0.127
37 H -0.01 -26.88 -4.33  0.071
38 H 0.91 -27.33 -5.68  0.117
39 H -0.35 -30.54 -5.82  0.103
40 H 1.04 -29.60 -5.80  0.116
41 C -9.67 -30.18 -0.70  -0.673
42 O -8.76 -29.41 -0.90  -0.005
43 N -9.50 -31.40 -1.16  0.186
44 N -10.84 -29.95 -0.01  0.183
45 H -10.05 -32.12 -0.71  0.115
46 H -8.71 -31.61 -1.70  0.110
47 H -10.93 -29.21 0.66  0.100
48 H -11.61 -30.56 -0.15  0.096
49 C -7.15 -22.29 0.49  -0.661
50 O -6.18 -22.89 1.01  -0.058
51 N -7.17 -21.95 -0.80  0.200
52 N -8.24 -22.00 1.26  0.171
53 H -6.20 -22.01 -1.17  0.136
54 H -7.80 -21.22 -1.10  0.049
55 H -9.03 -21.50 0.91  0.077
56 H -8.11 -21.88 2.27  0.123
57 C -1.48 -24.41 -4.16  -0.679
58 O -0.51 -23.79 -3.75  0.000
59 N -1.91 -24.49 -5.44  0.146
60 N -2.27 -25.22 -3.37  0.185
61 H -2.80 -25.00 -5.62  0.052
62 H -1.29 -24.43 -6.26  0.128
63 H -2.04 -25.34 -2.41  0.051
64 H -2.55 -26.07 -3.87  0.075
65 C -1.49 -20.11 -4.05  -0.594
66 O -1.70 -18.92 -4.05  0.023
67 N -1.18 -20.77 -2.76  0.117
68 N -1.60 -21.00 -5.11  0.161
69 H -1.59 -20.43 -1.92  0.056
70 H -1.37 -21.77 -2.81  0.037
71 H -1.61 -21.97 -4.88  0.035
72 H -2.30 -20.74 -5.82  0.073
73 C -6.34 -19.81 -4.83  -0.683
74 O -6.64 -19.93 -3.67  0.027
75 N -5.72 -18.74 -5.38  0.161
76 N -6.69 -20.73 -5.78  0.168
77 H -5.18 -18.13 -4.76  0.113
78 H -5.41 -18.85 -6.36  0.101
79 H -6.11 -20.87 -6.61  0.066
80 H -6.99 -21.61 -5.41  0.059
81 C 1.84 -24.66 -2.32  -0.630
82 O 1.20 -25.71 -2.47  -0.023
83 N 2.55 -24.18 -3.42  0.147
84 N 1.73 -23.81 -1.21  0.143
85 H 2.87 -23.26 -3.34  0.067
86 H 2.12 -24.50 -4.30  0.110
87 H 1.44 -22.92 -1.58  0.081
88 H 0.94 -24.20 -0.69  0.085
89 C -1.81 -28.04 0.83  -0.696
90 O -2.67 -27.53 1.46  0.050
91 N -1.50 -29.42 0.77  0.140
92 N -1.01 -27.24 0.05  0.181
93 H -1.97 -29.79 1.58  0.090
94 H -0.56 -29.68 0.84  0.071
95 H -1.28 -26.27 0.02  0.022
96 H -0.36 -27.59 -0.61  0.085
97 C -9.99 -26.24 -5.36  -0.629
98 O -10.47 -25.22 -4.92  0.005
99 N -8.99 -26.35 -6.24  0.211
100 N -10.62 -27.46 -4.88  0.139
101 H -8.73 -27.28 -6.52  0.100
102 H -8.59 -25.49 -6.61  0.081
103 H -11.59 -27.41 -4.88  0.065
104 H -10.42 -28.34 -5.34  0.056
105 C -2.86 -24.28 -0.16  -0.617
106 O -1.75 -24.77 -0.43  -0.026
107 N -3.01 -22.99 0.15  0.197
108 N -4.02 -25.02 -0.20  0.171
109 H -3.87 -22.67 0.52  0.065
110 H -2.17 -22.41 0.22  0.130
111 H -3.95 -25.99 0.14  0.094
112 H -4.75 -24.64 0.42  0.065
113 C -10.19 -22.14 -2.67  -0.694
114 O -10.10 -21.47 -1.63  -0.027
115 N -11.13 -23.11 -2.67  0.158
116 N -9.52 -21.95 -3.80  0.210
117 H -11.63 -23.34 -1.78  0.097
118 H -11.12 -23.87 -3.37  0.070
119 H -9.53 -22.58 -4.57  0.081
120 H -8.73 -21.31 -3.67  0.092
121 C -6.39 -22.87 -7.96  -0.627
122 O -6.35 -22.02 -8.88  -0.024
123 N -5.32 -22.97 -7.06  0.148
124 N -7.54 -23.58 -7.68  0.144
125 H -5.17 -23.86 -6.59  0.090
126 H -4.52 -22.53 -7.50  0.072
127 H -8.43 -23.08 -7.83  0.130
128 H -7.50 -23.87 -6.70  0.034
129 C -4.88 -29.51 -1.99  -0.600
130 O -5.46 -30.02 -2.98  -0.057
131 N -3.55 -29.40 -1.85  0.219
132 N -5.61 -29.13 -0.91  0.196
133 H -3.00 -29.44 -2.69  0.074
134 H -3.23 -28.80 -1.14  0.061
135 H -6.59 -29.13 -1.05  0.050
136 H -5.14 -28.87 -0.08  0.091
137 C -7.80 -18.68 -1.15  -0.675
138 O -7.94 -19.40 -0.17  -0.002
139 N -6.65 -17.99 -1.39  0.157
140 N -8.81 -18.46 -2.06  0.171
141 H -6.41 -18.12 -2.35  0.061
142 H -6.05 -18.17 -0.62  0.089
143 H -9.62 -19.09 -2.15  0.106
144 H -8.65 -17.79 -2.76  0.081
145 C -8.16 -30.09 -5.13  -0.678
146 O -9.01 -30.03 -6.01  0.009
147 N -7.06 -30.87 -5.31  0.151
148 N -8.26 -29.38 -3.94  0.178
149 H -6.76 -30.85 -6.27  0.108
150 H -6.32 -30.70 -4.58  0.068
151 H -8.87 -28.61 -3.82  0.059
152 H -7.51 -29.65 -3.36  0.031
153 C -14.90 -26.40 -1.99  -0.681
154 O -16.07 -26.62 -2.18  0.025
155 N -14.18 -25.60 -2.82  0.180
156 N -14.24 -27.08 -0.93  0.115
157 H -13.30 -25.22 -2.61  0.051
158 H -14.74 -25.22 -3.54  0.098
159 H -15.02 -27.34 -0.30  0.096
160 H -13.39 -26.66 -0.50  0.060
161 C -6.82 -24.46 -3.56  -0.655
162 O -6.95 -23.97 -4.70  -0.051
163 N -5.62 -24.56 -2.95  0.211
164 N -7.84 -25.13 -2.99  0.192
165 H -4.81 -24.33 -3.49  0.080
166 H -5.39 -25.00 -2.07  0.070
167 H -8.82 -24.84 -2.97  0.088
168 H -7.66 -25.41 -2.03  0.024
169 C -4.56 -27.27 -5.30  -0.602
170 O -3.84 -26.29 -5.46  -0.030
171 N -4.13 -28.56 -5.20  0.180
172 N -5.93 -27.08 -5.29  0.192
173 H -3.13 -28.69 -4.97  0.053
174 H -4.74 -29.33 -4.84  0.085
175 H -6.15 -26.12 -5.30  0.042
176 H -6.54 -27.66 -4.76  0.065

***

Entry 3:
C5H8O | ωB97M-V with the def2-TZVPD basis set

Output
LUMO, eV: 0.99
Orbital gap, eV: 10.498
Highest occupied orbital energy, eV: -9.50
Net charge: 0
Structure (SMILES): CC1CC(=O)C1

Each line ends with the Löwdin charge.
Atoms and positions in Å:
1 C 1.69 0.33 -0.12  -0.078
2 C 0.28 0.20 0.42  -0.358
3 C -0.44 -1.17 0.33  -0.060
4 C -1.70 -0.39 -0.06  -0.396
5 O -2.88 -0.61 0.01  0.100
6 C -0.87 0.85 -0.39  -0.062
7 H 1.77 -0.10 -1.12  0.079
8 H 1.99 1.38 -0.18  0.078
9 H 2.41 -0.19 0.53  0.077
10 H 0.24 0.56 1.46  0.138
11 H -0.49 -1.82 1.21  0.116
12 H -0.09 -1.75 -0.53  0.124
13 H -1.26 1.83 -0.09  0.117
14 H -0.64 0.87 -1.46  0.125

***

Entry 4:
C43H41N9O3S3SiTl | ωB97M-V with the def2-TZVPD basis set

Output
LUMO, eV: 1.64
Orbital gap, eV: 6.287
Highest occupied orbital energy, eV: -4.65
Net charge: -1

Each line ends with the Löwdin charge.
Atoms and positions in Å:
1 Tl -0.16 0.15 0.39  0.692
2 C -2.89 -3.25 2.00  -0.068
3 O -2.40 -4.30 1.18  -0.109
4 C -2.00 -4.05 -0.10  -0.216
5 C -2.02 -5.13 -0.96  -0.029
6 C -1.60 -5.04 -2.29  -0.108
7 C -1.17 -3.82 -2.75  -0.078
8 C -1.14 -2.69 -1.91  -0.156
9 C -0.75 -1.45 -2.51  -0.081
10 N -0.52 -0.31 -1.95  -0.039
11 N -0.22 0.70 -2.85  0.067
12 C -0.30 1.88 -2.27  -0.519
13 O -0.54 2.10 -1.05  -0.151
14 C -0.01 3.06 -3.15  -0.161
15 C -0.05 4.33 -2.59  -0.027
16 C 0.25 5.44 -3.36  -0.088
17 C 0.59 5.29 -4.70  -0.111
18 C 0.63 4.02 -5.26  -0.099
19 C 0.32 2.91 -4.50  -0.037
20 C -1.54 -2.77 -0.55  -0.308
21 O -1.51 -1.77 0.25  -0.201
22 H -3.33 -3.76 2.86  0.089
23 H -3.65 -2.67 1.49  0.093
24 H -2.10 -2.58 2.33  0.045
25 H -2.39 -6.07 -0.56  0.107
26 H -1.62 -5.90 -2.93  0.089
27 H -0.85 -3.70 -3.78  0.105
28 H -0.66 -1.45 -3.60  0.128
29 H -0.30 4.42 -1.54  0.118
30 H 0.23 6.43 -2.92  0.097
31 H 0.83 6.16 -5.30  0.092
32 H 0.89 3.90 -6.31  0.094
33 H 0.35 1.92 -4.92  0.103
34 S 0.22 -0.96 2.74  0.633
35 C 1.10 -2.42 2.38  -0.778
36 N 1.58 -3.11 3.35  0.021
37 N 2.27 -4.28 3.09  -0.023
38 C 1.76 -5.45 2.54  -0.259
39 C 2.57 -6.59 2.62  -0.054
40 C 2.13 -7.80 2.13  -0.115
41 C 0.87 -7.92 1.56  -0.116
42 C 0.06 -6.79 1.50  -0.081
43 C 0.49 -5.56 1.97  -0.024
44 N 1.49 -2.83 1.06  0.100
45 N 1.48 -1.95 0.18  0.040
46 C 2.00 -2.37 -1.09  -0.244
47 C 2.08 -3.70 -1.46  -0.014
48 C 2.56 -4.02 -2.71  -0.079
49 C 2.97 -3.02 -3.58  -0.085
50 C 2.89 -1.69 -3.20  -0.064
51 C 2.40 -1.36 -1.95  -0.030
52 H 2.92 -4.46 3.84  0.121
53 H 3.55 -6.51 3.07  0.102
54 H 2.78 -8.66 2.19  0.093
55 H 0.52 -8.87 1.17  0.089
56 H -0.93 -6.86 1.07  0.088
57 H -0.18 -4.72 1.92  0.089
58 H 1.73 -4.47 -0.77  0.113
59 H 2.60 -5.06 -3.02  0.102
60 H 3.34 -3.28 -4.57  0.097
61 H 3.20 -0.90 -3.88  0.107
62 H 2.32 -0.32 -1.64  0.086
63 C -4.17 4.63 3.97  -0.179
64 Si -3.06 4.73 2.45  0.511
65 C -1.37 5.30 2.99  -0.220
66 C -3.77 6.04 1.29  -0.180
67 C -3.19 3.08 1.57  -0.244
68 C -4.43 2.77 1.03  -0.097
69 C -4.66 1.57 0.35  -0.066
70 C -3.61 0.69 0.25  -0.117
71 N -2.42 0.96 0.77  -0.037
72 C -2.17 2.11 1.41  -0.728
73 S -0.53 2.30 1.95  0.625
74 H -4.18 5.58 4.52  0.024
75 H -3.81 3.86 4.64  0.032
76 H -5.19 4.38 3.69  0.023
77 H -1.46 6.29 3.44  0.026
78 H -0.67 5.35 2.16  0.019
79 H -0.94 4.62 3.73  0.011
80 H -3.75 7.02 1.78  0.025
81 H -4.80 5.83 1.01  0.019
82 H -3.18 6.11 0.38  0.031
83 H -5.24 3.48 1.12  0.094
84 H -5.62 1.34 -0.08  0.094
85 H -3.68 -0.26 -0.26  0.115
86 N 3.40 -0.04 2.48  0.112
87 C 3.70 0.67 1.38  -0.683
88 N 2.84 1.09 0.51  0.092
89 C 3.48 1.83 -0.47  -0.315
90 C 2.83 2.50 -1.51  0.001
91 C 3.58 3.19 -2.44  -0.064
92 C 4.97 3.24 -2.35  -0.102
93 C 5.63 2.60 -1.31  -0.107
94 C 4.87 1.91 -0.37  -0.485
95 S 5.39 1.05 1.05  1.053
96 H 2.42 -0.17 2.73  0.005
97 H 4.12 -0.28 3.13  0.092
98 H 1.76 2.48 -1.54  0.082
99 H 3.07 3.71 -3.24  0.096
100 H 5.54 3.78 -3.09  0.094
101 H 6.71 2.65 -1.22  0.099

***

| no. | E_tot (eV) |
| --- | --- |
| 1 | -69894.400 |
| 2 | -134877.787 |
| 3 | -7361.452 |
| 4 | -109888.712 |